Record 1
{"formula": "C15H57Al2O19P", "method": "ωB97M-V/def2-TZVPD", "elements": ["Al", "Al", "C", "O", "H", "H", "H", "C", "O", "H", "H", "H", "C", "O", "H", "H", "H", "P", "O", "O", "O", "O", "C", "O", "H", "H", "H", "H", "C", "O", "H", "H", "H", "H", "C", "O", "H", "H", "H", "H", "C", "O", "H", "H", "H", "H", "C", "O", "H", "H", "H", "H", "C", "O", "H", "H", "H", "H", "C", "O", "H", "H", "H", "H", "C", "O", "H", "H", "H", "H", "C", "O", "H", "H", "H", "H", "C", "O", "H", "H", "H", "H", "C", "O", "H", "H", "H", "H", "C", "O", "H", "H", "H", "H"], "coordinates": [[-0.10730, 4.69014, 1.27771], [0.08172, -0.28359, 0.82018], [0.16323, -4.21406, -0.51337], [-0.48068, -2.96383, -0.73271], [0.77171, -4.16573, 0.38967], [-0.53111, -5.05342, -0.55225], [0.88421, -4.29026, -1.32729], [-2.11368, 1.76063, 3.59525], [-1.15502, 1.96333, 2.57430], [-2.22271, 2.56011, 4.32808], [-3.11056, 1.59050, 3.18860], [-1.79615, 0.89761, 4.18046], [-3.70250, 3.67952, 0.07471], [-3.31790, 4.80762, 0.81505], [-4.32498, 3.94137, -0.78088], [-2.82990, 3.09680, -0.22044], [-4.26212, 2.99774, 0.71510], [1.96385, 2.42597, -0.41247], [0.45976, 2.30741, -0.20783], [2.36689, 1.42720, 0.71585], [2.31535, 3.94945, -0.07719], [2.48360, 1.96420, -1.79893], [1.74970, -0.14500, 4.72979], [1.09817, 0.42612, 3.60786], [1.66270, 0.53012, 5.58111], [1.45046, -1.14088, 5.05655], [2.78378, -0.30667, 4.42544], [1.50997, 1.28328, 3.47632], [5.29113, 0.35684, -0.24742], [4.60092, 0.29205, 0.99554], [4.68499, 0.96814, -0.91601], [6.21476, 0.92339, -0.12900], [5.62845, -0.56124, -0.72850], [3.75521, 0.73986, 0.91922], [-1.42258, 4.72355, -2.87750], [-0.65649, 4.33156, -1.75374], [-1.91291, 5.67839, -2.68793], [-0.85995, 4.92442, -3.78920], [-2.21921, 4.04514, -3.18285], [-0.14754, 3.56070, -2.01517], [3.50723, 2.80091, 3.49197], [2.28566, 2.84256, 2.76386], [4.17086, 3.61899, 3.21186], [3.24033, 2.88749, 4.54523], [3.89632, 1.81580, 3.23453], [2.48290, 2.32352, 1.98072], [-4.10386, -0.78900, 0.60288], [-2.79805, -1.28178, 0.83025], [-4.84913, -1.20853, 1.27867], [-4.10729, 0.28367, 0.79650], [-4.30087, -0.97344, -0.45317], [-2.80234, -2.21521, 0.60597], [2.62454, -1.65246, -2.17414], [2.00442, -0.59514, -1.43725], [2.17345, -1.80960, -3.15390], [3.66375, -1.39697, -2.38123], [2.54554, -2.60467, -1.64958], [2.35991, 0.21861, -1.80200], [-3.87808, -3.61339, -1.85664], [-3.19993, -3.54586, -0.60735], [-4.80838, -4.16212, -1.70989], [-4.11671, -2.67950, -2.36558], [-3.29618, -4.22320, -2.54775], [-2.24976, -3.49040, -0.73268], [-2.87290, 0.72627, -2.36852], [-1.69216, 0.87427, -1.61201], [-3.20483, -0.28063, -2.11539], [-3.66085, 1.41613, -2.06632], [-2.73343, 0.96308, -3.42330], [-1.16309, 1.54832, -2.04485], [-1.48529, -2.02491, 3.94119], [-0.63590, -2.39639, 2.88818], [-2.00081, -2.88548, 4.36752], [-0.91848, -1.56845, 4.75265], [-2.20482, -1.29291, 3.57439], [-0.17552, -3.17680, 3.20537], [3.11607, -2.79057, 2.14003], [2.63881, -1.67736, 1.46369], [3.38370, -2.54650, 3.16809], [2.38458, -3.59656, 2.19840], [3.99777, -3.16003, 1.61636], [3.36760, -1.11288, 1.19569], [-0.52151, -3.15271, -4.30162], [-1.15454, -2.14954, -3.50820], [-0.88076, -4.14009, -4.01163], [-0.72159, -3.02970, -5.36602], [0.54516, -3.17065, -4.07799], [-0.89705, -2.35695, -2.60692], [0.24109, 0.92055, -4.28902], [0.24735, 1.88296, -3.24028], [-0.77722, 0.79990, -4.65860], [0.88459, 1.22774, -5.11342], [0.62311, -0.03599, -3.93240], [1.07931, 1.91709, -2.76247]], "forces_ev_per_angstrom": [[0.4, -2.2, -1.3], [1.0, 1.1, -0.8], [0.3, 2.0, -0.9], [-0.2, 0.3, 0.8], [-0.2, -0.4, 0.4], [-0.1, -0.1, 0.4], [0.3, -0.6, -0.1], [0.6, -0.4, -1.4], [-0.4, 0.2, 0.1], [0.5, 0.6, 0.0], [-0.2, -0.2, -0.1], [0.1, -0.3, 0.2], [-0.4, 2.0, 1.3], [0.6, -1.5, -0.8], [0.3, 0.1, -0.4], [0.7, -0.3, -0.3], [0.0, -0.3, 0.4], [2.0, -0.2, -0.2], [-3.4, 0.0, 0.0], [0.7, -0.5, -0.1], [-1.4, -1.3, 0.0], [-0.5, 1.0, 1.5], [1.0, 0.1, -0.4], [-1.2, -1.4, 0.1], [0.2, 0.0, 0.1], [-0.9, 0.1, -0.5], [0.4, 0.2, 0.5], [0.0, 0.9, -0.5], [0.0, 1.5, 0.0], [1.9, -2.0, 0.2], [0.0, -0.3, -0.5], [0.2, 0.1, 0.3], [-0.7, -0.5, 0.4], [-1.0, 0.9, -0.5], [-0.5, 0.9, -0.5], [-0.5, 0.5, -0.2], [0.0, 0.0, 0.5], [0.6, -0.3, 0.1], [0.0, -0.5, 0.4], [0.2, -0.4, 0.1], [-0.8, -0.1, -0.1], [-0.5, 1.2, 1.6], [0.2, -0.1, -0.1], [0.4, -0.1, 0.1], [0.9, 0.1, 0.5], [-0.4, -0.5, -1.4], [0.4, 0.4, -0.3], [0.7, 0.9, 1.1], [0.0, -0.4, -0.1], [0.2, 0.1, -0.2], [-0.7, 0.1, 0.1], [0.0, -0.4, -0.4], [-0.2, 0.1, -0.1], [-0.3, -1.7, 0.1], [-0.4, 0.1, -0.1], [0.2, -0.2, 0.3], [0.1, 0.2, 0.3], [0.0, 1.2, 0.2], [0.1, -1.0, -0.1], [-1.1, 0.0, 0.1], [-0.1, 0.1, 0.2], [0.3, 0.4, 0.4], [0.1, 0.1, -0.2], [0.9, 0.3, -0.4], [-0.2, -0.1, 0.6], [-0.3, 0.1, 0.5], [-0.2, 0.0, -0.9], [-0.2, 0.2, 0.4], [0.2, -0.7, -0.2], [0.9, 0.1, -0.1], [-0.4, 0.6, 0.8], [0.3, -0.1, -0.6], [-0.2, -0.1, -0.2], [0.1, 0.2, 0.1], [0.0, -0.2, -0.1], [0.4, 0.0, -0.4], [0.6, -0.4, 0.4], [-2.0, 0.2, -0.4], [0.2, 0.0, 0.2], [-0.2, 0.1, -0.3], [0.1, -0.3, 0.2], [0.7, 0.7, -0.2], [-0.1, -0.2, 0.8], [-0.1, -0.2, -1.0], [-0.2, -0.3, -0.1], [0.1, 0.3, 0.2], [0.3, 0.1, -0.4], [0.1, 0.2, 0.8], [0.5, 0.1, 0.3], [-1.6, 0.4, -0.8], [0.1, 0.0, 0.1], [0.0, 0.2, -0.1], [-0.3, -0.2, 0.1], [1.2, -0.3, 0.3]]}

---

Record 2
{"formula": "C4H8OS", "method": "ωB97M-V/def2-TZVPD", "smiles": "C=C(CO)CS", "relative_energy_ev": 3.198, "elements": ["C", "C", "C", "O", "C", "S", "H", "H", "H", "H", "H", "H", "H", "H"], "coordinates": [[0.89145, 1.27620, -0.39799], [-0.10283, 0.38850, -0.11309], [0.84128, -0.85446, 0.30422], [2.05917, -0.87940, -0.44712], [-1.51913, 0.44299, 0.46728], [-2.77398, -0.39118, -0.50529], [0.69274, 2.26160, -0.90584], [1.91142, 0.90862, -0.63088], [1.15233, -0.81306, 1.38297], [0.35570, -1.81720, 0.25079], [1.96962, -0.56363, -1.44555], [-1.34004, 0.04155, 1.47752], [-1.73312, 1.59713, 0.78662], [-2.40461, -1.59765, -0.22363]], "forces_ev_per_angstrom": [[-2.4, 2.0, -2.9], [4.2, -0.5, 1.8], [-0.7, -0.2, 0.0], [0.1, -0.5, -2.2], [1.9, 3.0, 1.1], [-0.7, 1.5, -0.2], [-0.1, -0.6, 1.2], [-1.0, 0.9, 0.9], [-0.2, 0.5, -0.9], [-0.5, -0.4, -0.5], [-0.4, -1.4, 3.2], [-0.7, -0.4, -0.3], [-0.1, -2.7, -1.5], [0.5, -1.3, 0.3]]}

---

Number 1: calculated total energy -2860.92465 Eh, E_LUMO -5.2 eV, molar mass 626.54 g/mol. Number 2: calculated total energy -630.51740 Eh, E_LUMO 0.7 eV, molar mass 104.17 g/mol.